(1)
C16H29N4NaO2Ta as an isolated structure, computed with wB97M-V/def2-TZVPD.

Geometry as XYZ:
```
53
Properties=species:S:1:pos:R:3:forces:R:3:nbo_charge:R:1
N -0.499968 -0.128961 1.632571 -0.6 1.2 2.4 -0.920
C -1.021414 -0.119980 2.744039 -1.0 -2.8 -0.7 0.781
O -1.621432 -0.603876 3.665862 1.2 1.7 -0.9 -0.521
Na -1.158666 -2.389225 1.481217 -0.2 -0.3 0.1 0.970
Ta -0.282851 0.048244 -0.363920 -1.1 -3.7 0.4 1.874
N -1.969384 -0.804929 -0.946693 0.8 -0.1 -0.3 -0.772
N 1.260299 -1.079256 -0.662787 -0.6 0.6 -1.6 -0.697
C -3.330416 -0.242046 -0.698442 0.4 -0.6 -0.4 0.122
C 2.532196 -1.542338 -0.109208 0.1 0.0 -0.1 0.107
C -4.027097 -1.223616 0.233559 -0.5 0.0 0.2 -0.622
C -4.064955 -0.127435 -2.029887 -0.4 0.1 -0.1 -0.632
C -3.240284 1.137042 -0.058075 -0.2 0.2 0.0 -0.644
C 2.944196 -2.845078 -0.788139 0.2 -0.2 0.1 -0.621
C 3.597351 -0.478062 -0.380296 0.3 0.0 0.1 -0.618
C 2.358656 -1.765718 1.383806 0.3 -0.1 0.3 -0.605
H -3.995909 -2.249054 -0.156288 -0.2 0.3 0.1 0.213
H -5.077480 -0.928744 0.337115 0.1 -0.2 0.1 0.253
H -3.579396 -1.214032 1.238096 -0.1 0.1 -0.1 0.184
H -3.497797 0.485543 -2.738673 -0.1 -0.1 0.1 0.223
H -5.034685 0.356166 -1.868331 0.1 -0.1 -0.1 0.241
H -4.263186 -1.101368 -2.489122 0.0 0.2 0.1 0.226
H -2.689244 1.135910 0.893263 -0.1 0.0 -0.2 0.203
H -4.269565 1.459023 0.164581 0.4 0.0 0.0 0.262
H -2.804831 1.876642 -0.746409 -0.1 -0.2 0.1 0.230
H 2.153487 -3.597020 -0.702429 0.1 0.0 0.0 0.212
H 3.844883 -3.227797 -0.295466 -0.2 0.0 -0.2 0.242
H 3.175323 -2.695377 -1.847585 0.0 -0.1 0.2 0.222
H 3.702681 -0.285089 -1.454475 0.1 -0.1 0.3 0.214
H 4.564631 -0.834547 -0.000786 -0.2 0.2 -0.2 0.243
H 3.354962 0.470147 0.114066 0.0 -0.1 0.0 0.196
H 1.984017 -0.876616 1.906077 0.1 -0.2 -0.2 0.217
H 3.341123 -2.031956 1.803390 -0.4 0.0 0.0 0.247
H 1.676212 -2.608422 1.581377 0.2 0.1 0.0 0.184
C 1.197773 -0.980591 -2.158627 0.8 -0.6 0.4 -0.449
H 0.317010 -0.367773 -2.489446 0.1 -0.1 -0.1 0.194
H 2.092796 -0.509674 -2.586376 -0.4 0.0 0.0 0.231
H 1.098685 -1.985269 -2.597892 -0.3 0.5 0.0 0.238
C -1.923013 -1.996658 -1.823859 -0.1 -0.1 -0.2 -0.441
H -2.066947 -1.721025 -2.881721 0.0 -0.2 0.4 0.226
H -0.956710 -2.517432 -1.749176 -0.2 0.3 0.1 0.206
H -2.691447 -2.729575 -1.539259 0.2 0.2 -0.2 0.213
O 0.118900 1.833781 -0.042647 1.0 6.4 0.2 -0.638
N 0.631422 2.990753 0.610331 0.0 -2.9 0.0 0.027
C 1.803742 3.389999 0.055110 0.4 -1.1 0.9 0.091
C 2.817713 3.758666 0.920273 -0.3 0.9 -0.9 -0.218
C 2.513054 4.032618 2.245254 -0.1 -0.5 0.5 -0.078
C 1.249225 3.720655 2.754045 -0.2 0.7 -0.1 -0.209
C 0.317959 3.127130 1.925882 0.3 0.0 -0.4 0.070
H 1.951530 3.115554 -0.985607 -0.1 0.2 0.2 0.259
H 3.816331 3.852336 0.513924 0.0 0.3 0.1 0.270
H 3.277272 4.403228 2.919340 0.0 0.0 -0.1 0.266
H 0.987054 3.928825 3.788785 0.1 -0.2 -0.2 0.272
H -0.613803 2.686275 2.279657 0.3 0.2 -0.4 0.258
```
Positions in Å, forces in eV/Å.

Its spin multiplicity is 2. The HOMO energy (spin up / spin down) comes out at -0.4645 / -0.5628 Ha. The expectation value of S² is 0.758. The charge is +2. The value obtained for the gap between HOMO and LUMO (spin up / spin down) is 5.40 / 8.10 eV.


(2)
C16H29N5O6PPtS2 as an isolated structure, computed with wB97M-V/def2-TZVPD.

Geometry as XYZ:
```
60
Properties=species:S:1:pos:R:3:forces:R:3:nbo_charge:R:1
Pt 1.964070 0.920296 0.097155 0.1 0.5 0.3 0.793
O -1.119026 -0.790487 1.161784 0.0 0.0 0.0 -0.870
S -1.403890 0.386514 0.074221 0.0 -0.1 0.0 2.376
O -2.494522 0.011637 -0.730704 0.0 0.0 0.0 -0.800
O -0.122233 0.591053 -0.599536 0.0 0.1 0.0 -0.980
C -1.691083 1.629905 1.260095 0.0 0.0 0.0 -0.292
C -2.512346 2.726020 1.108791 0.0 0.0 0.0 -0.176
C -2.700072 3.531779 2.230819 0.0 0.0 0.0 -0.137
C -2.102223 3.222774 3.446152 0.0 0.0 0.0 -0.149
C -1.278226 2.108275 3.589992 0.1 0.0 0.0 -0.106
C -1.069391 1.331607 2.471325 -0.1 -0.1 0.1 -0.372
S -0.243736 -0.220674 2.443834 0.0 -0.1 -0.1 2.384
O 1.552769 2.328846 3.387783 0.0 0.0 0.0 -1.023
O -0.483763 -1.017334 3.575720 0.0 0.0 0.0 -0.788
O 1.109643 -0.200798 1.900192 0.1 0.1 0.2 -0.973
H -3.019807 2.928107 0.174927 0.0 0.0 0.0 0.270
H -3.350869 4.392604 2.158570 0.0 0.0 0.0 0.264
H -2.298020 3.844841 4.308884 0.0 0.0 0.0 0.263
H -0.828443 1.857754 4.539609 0.0 0.0 0.0 0.272
C 0.696325 -5.926667 -3.416935 0.0 0.0 0.0 -0.619
C 1.556161 -5.082080 -2.470797 0.0 0.0 -0.1 0.101
C 2.495323 -4.167125 -3.239134 0.0 0.0 0.0 -0.653
C 2.307867 -5.966566 -1.474680 0.0 0.0 0.0 -0.619
N 0.601243 -4.266383 -1.671947 0.0 0.0 0.1 -0.145
N 0.606037 -2.945204 -1.585456 -0.2 -0.2 -0.3 -0.467
H 1.352926 -6.567487 -4.004338 0.0 0.0 0.0 0.257
H 0.123772 -5.300846 -4.100909 0.0 0.0 0.0 0.232
H 0.012767 -6.572434 -2.864567 0.0 0.0 0.0 0.234
H 3.213736 -4.790086 -3.768494 0.0 0.0 0.0 0.275
H 3.064392 -3.511830 -2.576124 0.0 0.0 0.0 0.213
H 1.973419 -3.580241 -3.999249 0.0 0.0 0.0 0.226
H 2.988470 -6.613247 -2.026753 0.0 0.0 0.0 0.258
H 1.623952 -6.609649 -0.919000 0.0 0.0 0.0 0.234
H 2.890138 -5.370148 -0.772102 0.0 0.0 0.0 0.220
H -0.033508 -4.746735 -1.041342 0.0 0.0 0.0 0.423
H -0.256094 -2.539294 -1.240933 0.0 0.0 0.1 0.412
H 1.022927 -2.477779 -2.382739 0.1 0.0 0.0 0.415
C 5.490191 1.026747 1.011958 0.0 0.0 0.0 -0.065
N 5.372231 1.446265 2.454174 0.0 0.0 0.0 -0.367
C 5.778903 2.936864 2.556570 0.0 0.0 0.0 -0.050
N 4.921661 3.712121 1.740591 0.0 0.0 0.0 -0.409
C 4.985061 3.327878 0.355342 0.0 0.0 0.0 -0.071
N 4.667242 1.891262 0.210280 -0.1 0.0 0.1 -0.316
C 3.846541 1.392798 -0.797059 0.0 -0.2 -0.2 -0.468
P 2.645709 2.342859 2.383624 0.0 -0.1 -0.1 1.457
C 4.000582 1.218133 3.025409 0.0 0.0 0.0 -0.612
C 3.585874 3.934987 2.271611 -0.1 0.0 0.1 -0.576
H 5.181814 -0.011583 0.911844 0.0 0.0 0.0 0.249
H 6.545023 1.134924 0.741328 0.0 0.0 0.0 0.245
H 6.041878 0.885152 2.990326 0.0 0.0 0.0 0.457
H 6.814706 2.992302 2.219804 0.0 0.0 0.0 0.244
H 5.707066 3.213602 3.606258 0.0 0.0 0.0 0.254
H 5.996630 3.492936 -0.028993 0.0 0.0 0.0 0.241
H 4.279883 3.905735 -0.236934 0.0 0.0 0.0 0.249
H 4.210647 0.488015 -1.280173 0.1 0.0 0.1 0.243
H 3.556148 2.176769 -1.499293 0.0 -0.1 -0.1 0.255
H 3.722223 0.177068 2.853943 0.0 0.0 0.0 0.264
H 4.057024 1.379513 4.104409 0.0 0.0 0.0 0.279
H 3.655127 4.323778 3.291611 0.0 0.0 0.0 0.274
H 3.055556 4.676718 1.676280 0.0 0.0 0.0 0.269
```
Positions in Å, forces in eV/Å.

Its spin multiplicity is 5. The HOMO energy (spin up / spin down) comes out at -0.5879 / -0.6551 Ha. The expectation value of S² is 6.017. The charge is +3. For the relative energy (zero: lowest compared OMol25 entry of this formula, charge and spin), the calculation gives 2.8 kcal per mole. The value obtained for the gap between HOMO and LUMO (spin up / spin down) is 8.15 / 6.82 eV.


(3)
A 3-piece molecular cluster, C16H29N6O5S overall, computed with wB97M-V/def2-TZVPD.

Geometry as XYZ:
```
57
Properties=species:S:1:pos:R:3:forces:R:3:nbo_charge:R:1
C -0.598156 3.432038 2.480139 0.0 0.1 0.0 -0.071
C -1.190842 2.410856 2.650961 -0.1 0.0 -0.1 0.038
N -1.920560 1.281119 2.785433 -0.1 0.1 0.1 -0.197
N -3.245364 1.295095 3.158432 -0.2 -0.3 -0.1 -0.361
C -3.652050 0.007920 3.133497 -0.3 0.5 0.1 0.592
N -4.893217 -0.370312 3.416880 -0.1 0.2 0.0 -0.752
N -2.650006 -0.791211 2.777932 0.2 -0.4 0.1 -0.476
C -1.602862 -0.010866 2.586915 0.0 -0.1 0.1 0.505
C -0.252844 -0.421385 2.160978 0.0 0.0 -0.5 -0.489
C -0.295462 -1.472397 1.044012 -0.1 0.2 0.1 -0.530
S 1.353027 -1.655388 0.330454 0.1 -0.5 -0.2 0.345
C 1.207206 -0.474941 -0.932619 0.0 0.2 0.1 0.263
N 2.107423 0.360057 -1.302447 -0.1 0.2 0.0 -0.283
N 1.524733 1.123740 -2.317774 0.1 -0.2 -0.1 -0.277
C 0.336633 0.672330 -2.466276 0.4 0.4 -0.1 0.289
O 0.044318 -0.347813 -1.630185 -0.1 -0.1 0.0 -0.437
H -0.085303 4.348414 2.300622 0.1 0.1 -0.1 0.281
H -3.733905 2.152223 3.367717 0.1 0.1 0.0 0.453
H -5.626676 0.309245 3.522816 0.0 -0.1 0.1 0.421
H -5.115764 -1.337215 3.583301 0.1 -0.1 -0.2 0.444
H 0.249725 0.462448 1.770225 0.2 0.1 0.1 0.254
H 0.324116 -0.791639 3.006691 0.0 0.0 0.1 0.271
H -0.635135 -2.441348 1.395873 0.1 -0.1 0.1 0.251
H -0.973661 -1.156172 0.258164 -0.1 -0.1 0.0 0.244
H -0.392275 1.058959 -3.154379 -0.2 -0.2 0.0 0.215
C 0.450882 6.081839 -3.080130 0.0 0.0 0.0 -0.252
O 1.282062 6.848420 -2.231043 0.0 -0.1 0.1 -0.545
C 0.670026 7.222939 -1.010911 0.1 0.1 -0.1 -0.088
C 1.157810 6.370848 0.137950 -0.1 0.0 0.0 -0.090
O 0.731185 5.020092 0.012296 0.0 0.0 0.1 -0.577
C 1.748871 4.151752 -0.466372 0.0 -0.1 0.0 -0.257
H 1.064733 5.743210 -3.912258 0.0 0.0 0.0 0.199
H 0.039987 5.210695 -2.561436 0.0 0.0 0.0 0.166
H -0.372274 6.687789 -3.473567 0.0 0.0 0.0 0.170
H -0.420160 7.157632 -1.088850 0.0 0.0 0.0 0.172
H 0.934187 8.266266 -0.814003 0.0 0.0 0.0 0.192
H 0.746259 6.764492 1.073090 0.0 0.0 0.0 0.174
H 2.248788 6.422018 0.198125 0.0 0.0 0.0 0.186
H 2.528944 4.015646 0.290586 0.0 0.0 0.0 0.169
H 2.202620 4.525095 -1.385884 0.0 0.0 0.0 0.196
H 1.286750 3.189412 -0.672432 0.0 0.0 0.0 0.188
C 0.451167 -4.686190 -1.997697 0.0 0.0 0.0 -0.252
O 1.341341 -4.938855 -0.929390 -0.1 0.0 0.0 -0.551
C 0.717367 -5.502830 0.209519 0.1 0.1 0.0 -0.087
C 0.973751 -6.988485 0.320981 -0.1 -0.1 0.0 -0.088
O 0.337087 -7.701555 -0.721679 0.0 0.1 -0.1 -0.549
C 1.217890 -8.117357 -1.751432 0.0 0.0 0.0 -0.254
H 1.050927 -4.388085 -2.855725 0.0 0.0 0.0 0.197
H -0.129858 -5.574034 -2.258169 0.0 0.0 0.0 0.185
H -0.236667 -3.867218 -1.748352 0.0 0.0 0.0 0.153
H -0.362782 -5.316844 0.187677 0.0 0.0 0.0 0.168
H 1.134429 -5.005393 1.093970 0.0 0.0 0.0 0.173
H 0.562566 -7.348451 1.269607 0.0 0.0 0.0 0.184
H 2.051005 -7.180122 0.323052 0.0 0.0 0.0 0.180
H 1.896057 -8.897734 -1.392522 0.0 0.0 0.0 0.172
H 1.805856 -7.281971 -2.139867 0.0 0.0 0.0 0.175
H 0.606094 -8.526777 -2.552495 0.0 0.0 0.0 0.195
```
Positions in Å, forces in eV/Å.

The HOMO energy comes out at -0.4030 Ha. The charge is +1. The value obtained for the gap between HOMO and LUMO is 7.42 eV.


Calculated total energy: -1215.3333, -2608.1723, -1729.5531 (a.u.)